Computed, not measured: a structure of composition C22H24BrN5O2PdS2Se, with wB97M-V/def2-TZVPD.

## Properties
- relative energy (zero: lowest compared OMol25 entry of this formula, charge and spin) (eV) = 0.131
- LUMO level (spin up / spin down) (eV) = -5.051 / -7.932
- charge = +2
- DFT total energy (a.u.) = -7176.22906
- Kohn-Sham gap (spin up / spin down) (eV) = 7.84 / 4.81
- spin multiplicity = 3

Last column: Löwdin charge in e.
Positions of all 58 atoms, in Å:
Pd (-1.25, -1.08, 0.54)  0.505
C (-3.07, 2.14, -0.50)  -0.047
O (-1.86, 1.40, -0.43)  -0.160
C (-0.80, 1.85, -1.16)  -0.220
C (-0.80, 3.03, -1.87)  -0.040
C (0.34, 3.41, -2.58)  -0.685
Br (0.33, 5.03, -3.53)  0.823
C (1.45, 2.62, -2.59)  -0.072
C (1.45, 1.40, -1.89)  -0.058
C (0.32, 0.98, -1.16)  -0.303
O (0.31, -0.16, -0.51)  -0.241
C (2.63, 0.56, -1.93)  -0.155
N (2.78, -0.61, -1.32)  0.216
C (4.04, -1.15, -1.58)  -0.147
C (4.67, -2.32, -1.19)  0.006
C (5.95, -2.53, -1.65)  -0.052
C (6.59, -1.60, -2.48)  -0.049
C (5.97, -0.43, -2.88)  0.011
C (4.68, -0.23, -2.40)  -0.153
N (3.77, 0.82, -2.60)  0.210
H (-3.46, 2.15, -1.52)  0.113
H (-2.94, 3.17, -0.16)  0.094
H (-3.77, 1.63, 0.15)  0.087
H (-1.67, 3.67, -1.90)  0.107
H (2.32, 2.94, -3.15)  0.106
H (2.01, -0.98, -0.77)  0.149
H (4.17, -3.04, -0.54)  0.120
H (6.48, -3.43, -1.37)  0.117
H (7.59, -1.80, -2.83)  0.119
H (6.46, 0.29, -3.52)  0.125
H (3.93, 1.63, -3.16)  0.171
S (-1.60, -0.20, 2.74)  0.606
C (-0.93, 1.37, 2.61)  -1.057
N (-1.59, 2.46, 2.94)  -0.027
C (-0.93, 3.75, 2.72)  -0.174
C (0.56, 3.44, 2.71)  -0.362
S (0.68, 1.72, 2.12)  1.022
H (-2.55, 2.39, 3.26)  0.155
H (-1.19, 4.44, 3.51)  0.136
H (-1.26, 4.16, 1.76)  0.122
H (1.00, 3.49, 3.70)  0.092
H (1.11, 4.09, 2.03)  0.092
C (-1.11, -4.48, 1.43)  0.005
N (-2.37, -3.77, 1.62)  -0.116
C (-3.18, -3.91, 2.71)  0.001
C (-4.27, -3.12, 2.51)  0.000
N (-4.12, -2.51, 1.31)  -0.119
C (-5.09, -1.61, 0.68)  0.003
C (-2.93, -2.88, 0.75)  -0.744
Se (-2.41, -2.50, -1.02)  0.809
H (-0.87, -5.00, 2.35)  0.106
H (-0.32, -3.78, 1.19)  0.073
H (-1.20, -5.20, 0.62)  0.106
H (-2.92, -4.55, 3.54)  0.146
H (-5.14, -2.96, 3.14)  0.147
H (-5.76, -1.25, 1.45)  0.106
H (-5.66, -2.15, -0.08)  0.110
H (-4.57, -0.78, 0.22)  0.063